This record from the Open Molecules 2025 dataset describes a structure of composition C35H58N8O4SSbSi4Ti at a distorted geometry. The level of theory is ωB97M-V with the def2-TZVPD basis set.

## Properties
HOMO level (alpha / beta) in Ha: -0.2713 / -0.2737
Energy relative to the best compared isomer or geometry (same formula, charge and spin) in kcal per mole: 0.0
Electronic energy in hartree: -4753.4650
2S+1: 2
LUMO energy (alpha / beta) in eV: -0.259 / -0.287

Last column: Löwdin charge in e.
Positions of all 112 atoms, in Å:
Ti 0.96509 -1.51357 0.43558  0.989
C -3.37226 1.46606 1.99570  -0.299
Sb -2.29849 0.23236 0.56433  1.436
C -0.32915 0.09333 1.41785  -0.556
C 0.69871 1.14468 1.22971  -0.440
C 1.27807 1.45331 -0.00898  -0.096
C 2.26474 2.43067 -0.08894  -0.081
C 2.67445 3.07257 1.06633  -0.097
C 2.00790 2.78552 2.24686  -0.156
N 1.09978 1.84582 2.32632  0.097
Si -0.58427 -0.10958 3.26486  0.368
C -1.24656 1.31403 4.26266  -0.194
C -1.88359 -1.47031 3.47327  -0.201
C 0.88310 -0.74564 4.20365  -0.165
C -2.57537 1.60684 -1.21684  -0.528
C -1.68670 1.18635 -2.36021  -0.418
C -1.91399 1.68621 -3.65243  -0.085
C -1.28899 1.15746 -4.75226  -0.054
C -0.33125 0.15953 -4.57373  -0.074
C -0.08372 -0.24491 -3.30571  -0.139
N -0.74017 0.24891 -2.23067  0.090
Si -4.33617 1.08267 -1.88187  0.439
C -5.08202 2.31084 -3.12216  -0.164
C -4.20118 -0.59353 -2.67445  -0.164
C -5.64739 0.88028 -0.56020  -0.194
Si -2.51335 3.45975 -0.83113  0.422
C -1.16412 3.93461 0.35504  -0.160
C -4.10769 4.02812 -0.02629  -0.168
C -2.23525 4.57762 -2.29425  -0.178
H -3.37759 0.87119 2.90445  -0.014
H -4.39925 1.58120 1.66922  -0.014
H -2.91812 2.41165 2.17707  -0.023
H 0.92938 0.97630 -0.91667  0.066
H 2.67851 2.67464 -1.06933  0.100
H 3.45875 3.85180 0.98341  0.113
H 2.28348 3.33095 3.14262  0.114
H -2.20147 1.10848 4.73803  0.025
H -1.31590 2.26092 3.73611  0.014
H -0.49513 1.45328 5.06917  0.042
H -1.35757 -2.43100 3.54842  0.015
H -2.39784 -1.33808 4.43508  0.042
H -2.59844 -1.57645 2.65872  -0.019
H 1.72076 -0.08804 4.08936  0.005
H 1.13348 -1.78190 3.88553  0.029
H 0.60174 -0.75403 5.24098  0.031
H -2.66316 2.45774 -3.81633  0.081
H -1.53327 1.51486 -5.75638  0.116
H 0.16587 -0.25533 -5.43119  0.099
H 0.69046 -0.98167 -3.07015  0.088
H -4.88613 2.10412 -4.17079  0.034
H -4.76754 3.31359 -2.91983  -0.009
H -6.17586 2.30116 -3.00957  0.043
H -3.72168 -0.58218 -3.64086  0.030
H -5.24486 -0.96550 -2.76730  0.051
H -3.70089 -1.30159 -2.05203  0.010
H -5.90546 1.83826 -0.13583  0.016
H -5.41912 0.13715 0.21190  0.027
H -6.50955 0.51717 -1.11032  0.032
H -1.24889 3.51286 1.34784  0.015
H -1.25229 5.02586 0.49571  0.047
H -0.15744 3.72162 -0.02007  0.027
H -4.32227 3.62733 0.96555  0.018
H -4.97132 3.84352 -0.67179  0.019
H -4.02721 5.11314 0.09237  0.041
H -1.29730 4.35607 -2.84112  0.046
H -2.08688 5.55159 -1.82331  0.032
H -3.04069 4.66001 -3.04220  0.033
N -3.92564 -5.58406 1.67097  0.179
C -2.83269 -5.25751 1.74075  -0.163
C -1.45541 -4.88240 1.88859  -0.195
C -0.62326 -5.65787 2.63675  0.012
C 0.72372 -5.30037 2.76537  -0.008
C 1.14508 -4.18547 2.12012  -0.102
N 0.33990 -3.40951 1.40648  0.003
C -0.94982 -3.72522 1.29246  -0.079
H -1.00174 -6.55817 3.14768  0.141
H 1.43581 -5.85419 3.35226  0.117
H 2.16313 -3.85157 2.20701  0.104
H -1.58006 -3.02276 0.73922  0.118
C 4.44896 0.42787 2.68834  -0.151
Si 4.16880 -1.26050 1.95486  0.270
C 5.40204 -1.64624 0.63053  -0.164
C 4.51645 -2.46339 3.34257  -0.173
O 2.61322 -1.46381 1.45635  -0.430
H 5.47208 0.45690 3.07692  0.033
H 3.80196 0.55024 3.55401  0.021
H 4.37996 1.31363 2.01676  0.030
H 6.39397 -1.51344 1.07866  0.040
H 5.34268 -0.96102 -0.21897  0.011
H 5.29585 -2.68595 0.29435  0.035
H 5.47488 -2.18567 3.80489  0.035
H 4.56060 -3.51284 3.02508  0.028
H 3.74103 -2.34510 4.11760  0.030
C 4.33253 1.05104 -4.74287  -0.103
C 4.64436 0.90997 -3.27248  -0.248
C 3.98498 -0.25731 -2.68370  -0.629
N 3.02920 -0.22346 -1.84268  0.058
N 2.57759 -1.48466 -1.46777  -0.039
C 3.26392 -2.44285 -2.02264  -0.703
N 3.06041 -3.76080 -1.75815  0.127
S 4.49590 -1.87226 -3.08274  1.120
H 4.84155 1.89549 -5.14816  0.064
H 3.25119 1.15102 -4.94458  0.088
H 4.67012 0.19626 -5.33501  0.071
H 4.25342 1.78232 -2.72092  0.114
H 5.73622 0.85237 -3.16415  0.121
H 2.14350 -4.05512 -1.40551  0.060
H 3.50178 -4.41241 -2.39988  0.103
O -1.06346 -3.56503 -2.40408  0.134
N -0.21891 -3.59746 -1.57793  -0.510
O 0.12991 -2.51360 -0.95187  -0.236
O 0.39478 -4.61574 -1.25293  0.015



This record from the Open Molecules 2025 dataset describes a structure of composition C7H7F9MnNO9S2 at a distorted geometry. The level of theory is ωB97M-V with the def2-TZVPD basis set.

## Properties
HOMO level (alpha / beta) in Ha: -0.3570 / -0.3778
Electronic energy in hartree: -3848.9331
2S+1: 7
LUMO energy (alpha / beta) in eV: 0.255 / -5.116

Last column: Löwdin charge in e.
Positions of all 36 atoms, in Å:
Mn -17.03152 0.56617 18.97344  0.972
C -15.30772 -1.44787 18.77538  -0.236
O -16.64022 -1.33927 18.25037  -0.182
O -15.12283 -0.25013 19.48975  0.116
C -14.97210 -2.85640 19.49030  -0.519
F -13.71993 -2.85856 19.98312  0.166
F -15.85548 -3.17708 20.44496  0.191
F -14.88143 -3.76559 18.52773  0.176
C -16.89759 -2.08966 17.01832  -0.178
C -18.00842 -1.30510 16.43191  -0.070
H -17.69727 -0.30797 16.12047  0.070
H -18.44636 -1.58821 15.47475  0.097
H -18.82787 -1.09774 17.12010  0.083
H -17.18489 -3.11597 17.24691  0.134
H -16.10079 -2.07206 16.27475  0.137
H -14.62444 -1.41513 17.92676  0.178
O -20.07674 0.46108 21.44794  0.180
C -19.08996 0.56878 20.60649  -0.777
O -18.08625 1.23585 20.89051  -0.028
O -18.98643 -0.03426 19.47894  -0.086
H -19.99549 1.17559 22.08392  0.136
C -18.39871 3.74016 16.24666  -0.599
F -18.60083 5.06555 16.10588  0.150
F -19.47879 3.10074 16.63746  0.173
F -17.86776 3.23102 15.14165  0.136
S -16.99556 3.49991 17.67799  0.703
O -16.03665 4.58443 17.61109  -0.263
O -17.79084 3.60000 18.86141  -0.291
N -16.47922 1.79747 17.50283  -0.385
S -15.12612 1.94161 16.64321  0.652
O -14.65441 0.58692 16.24287  -0.328
O -15.11661 2.96136 15.57310  -0.296
C -13.68347 2.61632 17.88594  -0.556
F -13.47002 3.95945 17.63785  0.089
F -14.07968 2.52503 19.17696  0.102
F -12.54136 1.96472 17.73753  0.153



This record from the Open Molecules 2025 dataset describes a cluster of 2 separate species, C16H27NO5 in total. The level of theory is ωB97M-V with the def2-TZVPD basis set.

## Properties
HOMO level in Ha: -0.3878
Energy relative to the best compared isomer or geometry (same formula, charge and spin) in kcal per mole: 72.0
Electronic energy in hartree: -1056.7350
LUMO energy in eV: -0.742

Last column: Löwdin charge in e.
Positions of all 49 atoms, in Å:
C 2.89197 0.02513 0.85073  -0.106
C 3.26553 0.32744 -0.60888  -0.238
C 2.79497 1.68979 -1.16525  -0.205
C 2.62650 2.82066 -0.14111  -0.201
C 1.24684 2.83979 0.54003  -0.231
C 0.35328 3.97426 0.05190  -0.210
C -1.11388 3.89461 0.48537  -0.199
C -1.78086 2.53753 0.21724  -0.181
C -1.74040 1.61034 1.43891  -0.122
C -2.19029 0.21129 1.18650  -0.066
C -1.74357 -0.73520 0.35378  -0.047
C -0.57860 -0.64550 -0.58819  -0.145
C 0.08503 -1.95447 -1.05388  -0.057
C -2.62890 -1.92563 0.53157  -0.369
O -2.62561 -2.97320 -0.03129  0.155
O -3.51854 -1.67139 1.55300  0.154
C -3.31249 -0.37240 1.97119  -0.389
O -3.96315 0.12076 2.83163  0.184
H 2.79296 -1.04943 1.01076  0.070
H 1.94465 0.48374 1.13416  0.042
H 3.65308 0.38002 1.54644  0.074
H 2.86015 -0.46551 -1.24121  0.085
H 4.34978 0.26241 -0.71953  0.101
H 3.50160 2.01625 -1.93073  0.103
H 1.84179 1.55258 -1.68932  0.104
H 2.77722 3.77244 -0.65804  0.105
H 3.41443 2.76186 0.61425  0.109
H 1.35390 2.89841 1.62845  0.121
H 0.75056 1.88940 0.33687  0.054
H 0.39280 4.00278 -1.04371  0.118
H 0.77149 4.92562 0.39422  0.115
H -1.21052 4.14235 1.54785  0.115
H -1.65996 4.67145 -0.05397  0.107
H -1.30747 2.07186 -0.65159  0.102
H -2.83100 2.68657 -0.04436  0.119
H -0.73673 1.58045 1.87523  0.123
H -2.39139 2.03024 2.20899  0.125
H -0.90093 -0.06181 -1.45509  0.124
H 0.16669 -0.02640 -0.08264  0.081
H -0.37130 -2.83770 -0.61934  0.049
H 0.02424 -2.06167 -2.13528  0.083
H 1.14180 -1.95827 -0.78924  0.058
C -1.69433 -6.06532 -0.67772  0.051
N -0.56707 -6.36927 -1.60214  -0.451
O 0.17827 -5.45924 -1.90524  0.061
O -0.46711 -7.51399 -1.99232  0.060
H -1.66235 -5.01224 -0.43112  0.057
H -2.61398 -6.32355 -1.19403  0.104
H -1.56910 -6.69780 0.19612  0.102



This record from the Open Molecules 2025 dataset describes the molecule C3H5NO2. The level of theory is ωB97M-V with the def2-TZVPD basis set.

## Properties
HOMO level in Ha: -0.3252
Energy relative to the best compared isomer or geometry (same formula, charge and spin) in kcal per mole: 78.0
Electronic energy in hartree: -322.4500
LUMO energy in eV: 0.935

Last column: Löwdin charge in e.
Positions of all 11 atoms, in Å:
C 1.30957 0.37559 1.33539  0.076
C 0.36229 -0.00360 0.49007  -0.419
N 0.51855 -0.89526 -0.62139  0.075
O -0.91588 0.47640 0.49069  0.011
C -1.26363 0.42809 -0.87339  -0.204
O -0.71368 -0.77002 -1.35290  -0.085
H 2.31489 -0.01377 1.24064  0.063
H 1.07604 1.08997 2.11446  0.066
H -0.82386 1.29930 -1.38230  0.138
H 0.47890 -1.85970 -0.29486  0.138
H -2.34654 0.39288 -0.98526  0.140



Which of these has the highest electronic energy?
C3H5NO2